No. 1
{"formula": "C2HCl2F3S", "method": "ωB97M-V/def2-TZVPD", "species": ["C", "C", "F", "F", "F", "S", "Cl", "Cl", "H"], "xyz": [[-1.16, -0.55, -0.41], [2.79, -0.43, -0.47], [3.54, 0.17, 0.45], [3.61, -1.12, -1.27], [2.05, -1.36, 0.19], [1.74, 0.71, -1.36], [-2.28, -0.02, -1.52], [-0.89, -2.17, -0.15], [-0.50, 0.18, 0.06]], "relative_energy_kj_mol": 0.0, "largest_force_ev_per_a": 1.32, "multiplicity": 3, "s_squared": 2.01, "gap_ev": [8.72, 7.16], "total_charge": 0}

---

No. 2
{"formula": "C2HCl2N2O", "method": "ωB97M-V/def2-TZVPD", "species": ["C", "C", "N", "N", "O", "Cl", "Cl", "H"], "xyz": [[0.46, 1.99, -0.46], [-0.08, -1.60, 0.89], [-1.01, 0.55, -1.72], [-0.32, 1.34, -1.13], [1.13, 2.70, 0.14], [1.17, -2.62, 0.75], [-1.14, -1.32, -0.42], [-0.21, -1.03, 1.95]], "relative_energy_kj_mol": 491.5, "largest_force_ev_per_a": 3.17, "multiplicity": 1, "gap_ev": [6.98, 5.91], "total_charge": 1}

---

No. 3
{"formula": "C2HCl2NS2", "method": "ωB97M-V/def2-TZVPD", "species": ["C", "C", "N", "S", "S", "Cl", "Cl", "H"], "xyz": [[0.91, 1.58, 1.04], [-0.98, -0.79, -0.13], [1.21, -1.07, 0.71], [0.03, -2.11, 0.38], [0.46, 0.29, 0.28], [-2.49, -0.68, -0.72], [0.27, 0.35, -2.22], [0.60, 2.41, 0.66]], "relative_energy_kj_mol": 684.1, "largest_force_ev_per_a": 6.06, "multiplicity": 1, "gap_ev": [6.80, 6.55], "total_charge": 0}

---

No. 4
{"formula": "C2HCl2O2P", "method": "ωB97M-V/def2-TZVPD", "species": ["Cl", "C", "P", "O", "O", "C", "Cl", "H"], "xyz": [[0.76, -2.75, 0.47], [0.17, -1.81, -0.73], [-0.28, -2.02, -2.33], [-0.94, -0.55, -2.46], [-0.61, 0.38, -1.42], [-0.52, -0.28, -0.26], [-2.09, -0.49, 0.61], [0.33, 0.12, 0.24]], "relative_energy_kj_mol": 379.4, "largest_force_ev_per_a": 4.37, "multiplicity": 1, "gap_ev": 8.86, "smiles": "ClC1=POO[C@H]1Cl", "total_charge": 0}

---

Going through the records in order, we get energy values of -1694.86909, -1181.44229, -1848.03218, -1488.88564 a.u..